{
  "formula": "C19H14Cl2FNO2Ru",
  "method": "ωB97M-V/def2-TZVPD",
  "orbital_gap_ev": [3.63, 4.11],
  "energy_ev": -55840.290,
  "relative_energy_kj_mol": 155.61,
  "charge": 2,
  "spin_multiplicity": 1,
  "lumo_energy_ha": [-0.3770, -0.3667],
  "symbols": ["Ru", "Cl", "C", "C", "C", "Cl", "C", "O", "C", "C", "O", "C", "H", "H", "H", "F", "C", "C", "C", "C", "C", "C", "H", "H", "H", "H", "N", "C", "C", "C", "C", "C", "C", "H", "H", "H", "H", "H", "H", "H"],
  "coordinates": [[0.27646, 0.24792, 0.29767], [3.09531, -4.92868, -4.04799], [2.11740, -3.88300, -3.16442], [0.74417, -4.12645, -3.05863], [-0.05409, -3.26228, -2.34855], [-1.71303, -3.51917, -2.21336], [0.50951, -2.07460, -1.71696], [-0.23696, -1.24316, -1.15770], [1.94585, -1.88910, -1.80269], [2.63000, -0.80734, -1.12741], [2.15464, 0.00545, -0.31918], [2.71558, -2.76470, -2.52751], [0.31260, -4.99454, -3.53901], [3.69815, -0.69509, -1.33258], [3.78669, -2.62569, -2.61369], [1.21766, 0.59729, 6.10824], [1.06383, 0.64309, 4.79826], [0.68162, 1.85697, 4.22215], [0.49791, 1.90465, 2.86187], [0.71359, 0.75062, 2.07673], [1.15126, -0.43603, 2.69598], [1.29908, -0.51131, 4.06605], [0.53339, 2.71794, 4.85996], [0.19509, 2.84011, 2.40670], [1.37764, -1.32051, 2.09515], [1.61300, -1.41347, 4.57241], [0.01962, 2.10075, -0.48934], [-1.42561, 2.10537, -0.68851], [-2.10360, 1.23145, 0.13868], [-3.48044, 1.09960, 0.10014], [-4.16591, 1.88291, -0.81934], [-3.48156, 2.74191, -1.67576], [-2.09818, 2.86262, -1.62702], [0.51822, 2.29520, -1.35610], [0.30034, 2.81221, 0.18385], [-1.55667, 0.68431, 0.93853], [-3.99791, 0.41961, 0.76084], [-5.24434, 1.82397, -0.87386], [-4.03618, 3.33437, -2.39058], [-1.57411, 3.53681, -2.29302]],
  "forces_ev_per_a": [[-0.058, -1.320, -0.947], [0.193, -0.316, -0.216], [0.545, 1.147, 0.644], [-0.106, 0.186, 0.122], [0.585, 0.558, 0.214], [-0.377, -0.045, 0.042], [0.854, -1.376, -0.499], [-0.930, 1.989, 0.970], [-0.219, 0.585, 0.642], [-0.137, -1.071, -0.625], [-0.412, 0.657, 0.376], [-0.037, -1.262, -0.926], [-0.006, 0.005, -0.001], [-0.021, 0.009, -0.030], [-0.038, -0.024, -0.012], [-0.023, 0.044, -0.387], [0.075, -0.205, 0.533], [-0.087, 0.267, -0.363], [-0.234, 0.142, 0.349], [-0.121, 0.322, -0.208], [0.373, -0.275, 0.247], [-0.063, -0.212, -0.185], [0.019, 0.016, -0.018], [-0.049, 0.002, 0.047], [0.041, 0.042, 0.049], [-0.016, -0.004, -0.007], [-0.062, 0.202, -0.110], [-0.125, 0.157, -0.031], [0.393, -0.248, 0.292], [0.036, 0.021, -0.278], [0.002, 0.001, -0.023], [-0.043, -0.003, 0.007], [0.058, -0.009, 0.017], [0.065, -0.016, -0.020], [0.071, 0.062, -0.059], [-0.142, -0.032, 0.381], [-0.004, 0.008, 0.009], [0.006, 0.003, 0.003], [-0.001, -0.005, 0.004], [-0.006, -0.004, 0.000]],
  "mulliken_charge": [0.327, -0.104, 0.350, -0.552, 0.248, -0.105, 0.509, -0.611, 0.700, -0.087, -0.570, -1.024, 0.480, 0.458, 0.442, -0.241, 0.324, -0.709, -0.287, 0.768, -0.005, -0.823, 0.486, 0.312, 0.402, 0.466, -0.274, 0.400, 0.529, -0.866, -0.538, -0.532, -0.855, 0.382, 0.293, 0.539, 0.467, 0.429, 0.422, 0.450]
}

***

{
  "formula": "C19H14Cl2N2O5",
  "method": "ωB97M-V/def2-TZVPD",
  "orbital_gap_ev": 8.40,
  "energy_ev": -58191.764,
  "relative_energy_kj_mol": 0.00,
  "charge": 0,
  "spin_multiplicity": 1,
  "smiles": "COc1ccccc1OCC(=O)n1cc(C(=O)c2cc(Cl)cc(Cl)c2O)cn1",
  "lumo_energy_ha": -0.0102,
  "symbols": ["C", "H", "O", "C", "C", "C", "C", "C", "C", "O", "C", "C", "O", "N", "C", "C", "C", "N", "H", "C", "O", "C", "C", "C", "C", "C", "C", "O", "H", "Cl", "H", "Cl", "H", "H", "H", "H", "H", "H", "H", "H", "H", "H"],
  "coordinates": [[0.92489, 1.47442, -1.08054], [0.04279, 0.94103, -1.43227], [1.85753, 0.47828, -0.73825], [3.06877, 0.86243, -0.24942], [3.50965, 2.17191, -0.11887], [4.77609, 2.43194, 0.37956], [5.61430, 1.39933, 0.75307], [5.17906, 0.08908, 0.63981], [3.91834, -0.18538, 0.14227], [3.49553, -1.49488, -0.00507], [2.67621, -1.97580, 1.04017], [1.36523, -1.21354, 1.18158], [1.17437, -0.31865, 1.96327], [0.33459, -1.67464, 0.35655], [-0.92554, -1.16578, 0.30364], [-1.62098, -1.91704, -0.61561], [-0.66671, -2.87809, -1.07043], [0.48118, -2.71644, -0.48171], [-0.82182, -3.65232, -1.79447], [-3.03222, -1.87547, -0.99435], [-3.55834, -2.74973, -1.64491], [-3.82575, -0.72096, -0.45952], [-5.00444, -0.99885, 0.22136], [-5.77949, 0.02989, 0.72693], [-5.40598, 1.35279, 0.53693], [-4.25009, 1.62179, -0.16919], [-3.43708, 0.60436, -0.67807], [-2.32714, 0.88666, -1.38898], [-2.27439, 1.85219, -1.49539], [-3.76926, 3.27097, -0.45227], [-6.01182, 2.15601, 0.92399], [-7.22607, -0.32365, 1.59287], [-5.30265, -2.02728, 0.35054], [-1.21092, -0.34280, 0.92631], [3.20178, -1.90359, 2.00412], [2.46878, -3.01632, 0.78290], [5.81291, -0.73552, 0.92793], [6.60023, 1.60892, 1.13762], [5.10394, 3.45632, 0.47308], [2.87518, 2.99613, -0.40371], [0.66482, 2.08603, -0.21011], [1.30452, 2.11624, -1.88136]],
  "forces_ev_per_a": [[-0.130, 0.138, -0.066], [0.080, 0.078, 0.035], [0.447, -0.079, -0.056], [0.114, -0.210, -0.018], [-0.259, -0.075, -0.106], [0.139, -0.003, 0.051], [0.038, 0.132, 0.036], [-0.254, -0.159, -0.126], [-0.085, 0.107, 0.060], [0.096, 0.326, -0.211], [0.198, -0.255, 0.297], [0.450, 0.039, 0.433], [-0.052, -0.217, -0.132], [-1.166, 0.230, -0.103], [-0.189, -0.213, -0.183], [0.610, -0.215, 0.116], [-0.298, 0.366, 0.205], [0.721, -0.606, -0.337], [0.016, -0.192, -0.139], [0.057, 0.259, 0.169], [0.008, -0.018, 0.014], [-0.156, 0.260, -0.181], [0.051, 0.177, 0.000], [0.282, 0.107, -0.165], [0.023, -0.197, -0.044], [0.049, -0.093, 0.021], [-0.447, 0.043, 0.266], [0.100, 0.173, -0.164], [0.008, -0.206, 0.002], [-0.024, -0.030, 0.006], [-0.033, 0.079, 0.023], [-0.224, -0.059, 0.137], [-0.047, -0.092, 0.012], [-0.042, 0.180, 0.121], [-0.188, 0.027, -0.171], [0.045, 0.170, 0.168], [0.044, -0.117, 0.014], [0.088, 0.016, 0.033], [0.027, 0.082, 0.004], [-0.093, 0.040, -0.040], [-0.004, 0.004, -0.018], [-0.002, 0.003, 0.036]],
  "mulliken_charge": [-1.033, 0.120, -0.249, 0.814, -0.707, -0.695, -0.605, -0.470, 0.554, -0.439, -0.674, 0.800, -0.586, 0.818, -0.085, 0.101, -0.929, -1.197, 0.528, 0.200, -0.591, 0.797, -0.858, 0.178, -0.693, 0.632, -0.031, -0.489, 0.304, -0.282, 0.430, -0.215, 0.511, 0.684, 0.347, 0.428, 0.461, 0.383, 0.382, 0.420, 0.445, 0.492]
}

***

{
  "formula": "C19H14Cl48NO5P",
  "method": "ωB97M-V/def2-TZVPD",
  "orbital_gap_ev": 9.24,
  "energy_ev": -642015.350,
  "charge": 0,
  "spin_multiplicity": 1,
  "lumo_energy_ha": -0.0244,
  "symbols": ["C", "C", "O", "C", "C", "C", "C", "O", "N", "C", "P", "O", "O", "O", "H", "H", "H", "H", "H", "H", "H", "H", "H", "H", "H", "H", "H", "H", "C", "Cl", "Cl", "Cl", "Cl", "C", "Cl", "Cl", "Cl", "Cl", "C", "Cl", "Cl", "Cl", "Cl", "C", "Cl", "Cl", "Cl", "Cl", "C", "Cl", "Cl", "Cl", "Cl", "C", "Cl", "Cl", "Cl", "Cl", "C", "Cl", "Cl", "Cl", "Cl", "C", "Cl", "Cl", "Cl", "Cl", "C", "Cl", "Cl", "Cl", "Cl", "C", "Cl", "Cl", "Cl", "Cl", "C", "Cl", "Cl", "Cl", "Cl", "C", "Cl", "Cl", "Cl", "Cl"],
  "coordinates": [[2.29474, -0.06964, -2.31927], [1.13044, 0.98859, -2.87794], [1.00517, 0.81977, -4.33402], [-0.27988, 0.72509, -2.04395], [-1.62479, 0.76375, -2.97976], [-3.09469, 1.04941, -2.31364], [-3.96885, 1.08399, -3.73940], [-4.86013, 1.98867, -4.15440], [-3.41207, -0.16746, -4.41234], [-2.02059, -0.51878, -3.92051], [-1.87565, -2.29860, -3.24424], [-2.65698, -3.23910, -4.29346], [-2.63080, -2.56579, -1.69673], [-0.21884, -2.88256, -3.15308], [3.27898, 0.07577, -2.95910], [2.50227, 0.23659, -1.19033], [1.82105, -1.13622, -2.42293], [1.56513, 2.08447, -2.70805], [1.48325, -0.05526, -4.52868], [-0.18554, -0.22848, -1.35450], [-0.36808, 1.64646, -1.29089], [-1.46450, 1.68136, -3.72305], [-3.50707, 0.06240, -1.82453], [-3.17050, 2.04763, -1.67799], [-3.43958, -0.18122, -5.46979], [-1.34514, -0.53921, -4.87589], [-1.93573, -2.77476, -0.98833], [-0.09967, -3.08521, -2.16506], [-5.96013, -3.95344, -1.04529], [-5.59479, -2.59941, -2.14436], [-5.93171, -3.37477, 0.63968], [-7.57493, -4.60515, -1.42217], [-4.73907, -5.23399, -1.25418], [2.12506, 0.71375, 2.08540], [3.52588, -0.31972, 2.46553], [0.92907, -0.22526, 1.15662], [1.38265, 1.28834, 3.59967], [2.66268, 2.11120, 1.11971], [2.12501, 6.09789, -0.19626], [3.28989, 4.75521, -0.31900], [2.09767, 6.70917, 1.47717], [2.61195, 7.40933, -1.29961], [0.50080, 5.51775, -0.64328], [1.82511, -3.11848, 5.02938], [0.92782, -2.52299, 6.44892], [1.42088, -2.12035, 3.60984], [3.57520, -3.01711, 5.34765], [1.37633, -4.81311, 4.71114], [0.92506, 2.55665, 7.56682], [1.86627, 1.04466, 7.51369], [-0.17858, 2.52023, 8.96519], [2.03479, 3.94185, 7.72210], [-0.02221, 2.71957, 6.06663], [-2.37489, -8.43028, 0.44613], [-3.27218, -7.83478, 1.86566], [-2.77912, -7.43214, -0.97342], [-0.62480, -8.32890, 0.76439], [-2.82367, -10.12491, 0.12789], [-4.47489, -7.49924, 5.77889], [-5.37218, -6.90375, 7.19842], [-4.87912, -6.50111, 4.35934], [-2.72480, -7.39786, 6.09715], [-4.92367, -9.19387, 5.46065], [2.12507, 6.06279, -5.43532], [0.74559, 5.07318, -5.97621], [3.57603, 5.62014, -6.36996], [1.75620, 7.78680, -5.69242], [2.42245, 5.77078, -3.70306], [4.52503, -0.82840, -6.37503], [3.79247, -0.80871, -7.99916], [5.87191, -1.99451, -6.34525], [5.13819, 0.79722, -5.98035], [3.29773, -1.30779, -5.17572], [-4.47489, 3.90162, -7.45593], [-5.37218, 4.49712, -6.03639], [-4.87912, 4.89976, -8.87547], [-2.72480, 4.00300, -7.13766], [-4.92367, 2.20699, -7.77417], [7.22511, -1.24068, 4.97100], [5.89412, -0.87038, 3.84576], [7.69567, 0.24069, 5.84214], [6.68830, -2.47245, 6.14103], [8.62214, -1.86022, 4.05507], [1.82511, 6.63522, 11.16256], [0.92782, 7.23071, 12.58210], [1.42088, 7.63335, 9.74302], [3.57520, 6.73660, 11.48083], [1.37633, 4.94059, 10.84432]],
  "forces_ev_per_a": [[-0.766, 1.464, 0.089], [1.298, -0.432, 0.625], [0.785, -1.787, 1.445], [-0.198, 0.981, 0.440], [-0.203, 0.669, -0.423], [-0.378, -0.063, -1.283], [-1.404, 2.232, -0.708], [5.457, -6.088, 2.195], [-0.286, 2.397, -0.203], [0.980, 2.187, -0.614], [-3.201, -5.473, -3.304], [3.165, 3.974, 4.024], [3.596, 0.594, -0.957], [-2.856, 1.484, 2.590], [-2.137, -0.412, 1.506], [-0.377, -0.991, -2.424], [1.202, 1.835, 0.298], [-1.311, -2.231, -0.271], [-1.176, 2.051, 0.208], [-0.292, 1.706, -1.612], [0.065, -2.025, -1.514], [-0.195, -2.066, 1.404], [0.885, 2.137, -0.320], [0.008, -2.380, -1.420], [-0.395, 0.023, 1.836], [-0.929, -0.206, 1.962], [-1.501, 0.498, -1.278], [0.201, 0.271, -2.050], [0.088, 0.138, -0.302], [-0.355, -0.366, 0.233], [0.013, -0.134, -0.297], [0.376, 0.142, 0.118], [-0.620, 0.574, 0.185], [0.176, 0.132, 0.195], [-0.418, 0.764, -0.737], [0.157, 0.225, 0.176], [0.278, -0.101, -0.536], [-0.301, -0.490, 0.336], [-0.109, 0.209, 0.098], [-0.113, 0.468, -0.164], [0.012, -0.205, -0.415], [-0.057, -0.002, 1.004], [0.386, 0.099, 0.115], [-0.051, -0.040, 0.023], [0.215, -0.122, -0.338], [-0.389, -0.918, 0.732], [-0.546, -0.017, -0.089], [0.095, 0.386, 0.067], [0.152, 0.023, 0.050], [-0.248, 0.361, -0.020], [0.222, -0.032, -0.363], [-0.274, -0.430, -0.237], [0.108, 0.023, 0.438], [-0.072, -0.032, 0.033], [0.267, -0.157, -0.413], [0.436, -0.561, 0.304], [-0.385, -0.016, -0.074], [0.120, 0.430, 0.073], [0.004, -0.053, 0.054], [0.225, -0.140, -0.366], [0.030, -0.171, 0.384], [-0.419, -0.016, -0.098], [0.120, 0.437, 0.058], [-0.032, -0.183, -0.050], [0.324, 0.231, 0.129], [-0.337, 0.110, 0.210], [0.096, -0.414, 0.093], [-0.095, -0.215, -1.150], [0.119, 0.108, -0.280], [0.180, -0.005, 0.461], [-0.403, 0.300, 0.040], [-0.195, -0.409, -0.055], [0.481, -0.328, -0.428], [-0.196, 0.023, 0.197], [0.285, -0.136, -0.479], [0.123, -0.241, 0.301], [-0.333, -0.039, -0.068], [0.127, 0.403, 0.054], [0.132, -0.009, -0.052], [0.875, -0.063, 0.625], [-0.152, -0.394, -0.232], [0.203, 0.278, -0.227], [-0.345, 0.143, 0.239], [-0.016, -0.046, 0.063], [0.221, -0.130, -0.349], [0.097, -0.254, 0.321], [-0.416, -0.023, -0.085], [0.093, 0.541, 0.254]],
  "mulliken_charge": [-0.795, 0.483, -0.368, 0.303, -0.222, -0.345, 0.295, -0.561, -0.098, -0.319, 0.889, -0.680, -0.430, -0.464, 0.285, -0.048, 0.287, 0.101, 0.158, -0.388, 0.200, 0.201, 0.144, 0.355, 0.302, 0.367, 0.227, 0.271, 0.195, -0.031, -0.123, -0.105, -0.005, -0.071, 0.005, -0.013, 0.099, 0.010, 0.255, -0.054, -0.098, -0.080, -0.056, 0.170, -0.090, 0.020, -0.021, -0.090, 0.342, -0.054, -0.111, -0.079, -0.100, 0.273, 0.004, -0.052, -0.102, -0.101, 0.317, -0.101, -0.070, -0.074, -0.088, 0.202, -0.025, -0.098, -0.112, 0.060, 0.302, -0.093, -0.095, -0.087, -0.079, 0.292, -0.074, -0.109, -0.042, -0.087, 0.293, -0.034, -0.094, -0.104, -0.092, 0.316, -0.097, -0.095, -0.095, -0.028]
}

***

> Which of these has the highest charge?

C19H14Cl2FNO2Ru